C4H9Br3NO3P | the ωB97M-V functional and the def2-TZVPD basis

```
21
Properties=species:S:1:pos:R:3:forces:R:3:mulliken_charge:R:1
C -0.074841 1.163334 1.005483 0.8568 3.0690 -2.6564 -0.495
C -1.272161 1.672927 0.150244 2.4816 -0.7389 -0.6459 -0.776
C 1.360459 1.281190 0.200773 -1.6900 -1.6188 -0.9586 -0.413
C 0.291563 -2.747705 0.543478 0.7673 -0.9418 0.7773 -0.189
N -1.664938 0.609295 -0.773881 -0.4232 -1.2113 0.7064 0.048
O 0.327144 -0.524833 -1.902417 0.7388 0.2014 0.4005 -0.670
O 2.465368 -2.039439 -1.611507 0.4736 0.5342 -0.0967 -0.556
O 1.924990 -0.087545 0.060238 0.1984 1.6948 -0.3061 -0.243
P 1.488974 -1.081358 -1.099286 -1.3409 -0.9311 -0.0432 0.768
Br 0.561139 -4.504731 -0.091553 0.4900 -0.5305 -0.7982 0.004
Br 1.116963 -2.506974 2.268316 0.7585 0.4993 0.3747 -0.055
Br -1.642749 -2.380698 0.700524 -2.2906 0.8680 -0.1822 -0.247
H -0.284216 0.206100 1.361529 0.2073 -1.5687 0.8719 0.288
H -0.000078 1.921761 1.761132 0.1178 -0.1060 0.9283 0.379
H -0.860672 2.479465 -0.398164 0.2300 0.9010 -0.9576 0.408
H -2.091862 2.087017 0.641700 -1.4176 0.1359 1.3441 0.498
H 2.054857 1.800803 0.789563 0.9081 0.3685 1.2181 0.364
H 1.429096 1.859203 -0.794487 -0.9079 -1.2005 1.2237 0.267
H -1.953603 -0.194904 -0.160606 -0.3741 0.4255 -0.7548 0.005
H -0.758937 0.117267 -1.222663 -0.3843 0.5063 -0.7311 0.261
H -2.416496 0.869825 -1.428418 0.6004 -0.3562 0.2858 0.353
```
Positions in Å, forces in eV/Å.

For the HOMO-LUMO gap (alpha / beta), the calculation gives 4.7 / 7.3 eV. As for the net charge: 0. As for the HOMO energy (alpha / beta): -4.72 / -9.57 eV. As for the molar mass: 389.8 g mol⁻¹. As for the spin multiplicity: 3.

---

C5H27N3O6 | the ωB97M-V functional and the def2-TZVPD basis

```
41
Properties=species:S:1:pos:R:3:forces:R:3:mulliken_charge:R:1
C -0.050754 0.986825 -3.430452 0.6819 0.5162 -0.7211 -1.552
C -0.343819 0.767835 -1.960070 -0.2138 -2.0355 -1.0078 0.527
C 0.930044 0.693897 -1.128699 0.3501 1.8230 0.2084 -1.453
C 0.711254 0.609656 0.359235 -0.7304 0.2766 0.1575 0.940
C 0.495498 -0.581277 0.955865 0.9172 -0.2780 -0.2305 -1.303
N 0.305057 -0.760788 2.416357 0.0515 0.3793 -1.0938 -0.037
N 0.588050 1.779172 1.021911 -0.0854 -0.2269 0.4347 -0.224
N -0.977566 -0.648544 -1.842706 0.1333 -0.5064 1.3255 -0.029
H 0.931728 0.571210 -3.678521 -0.0985 -0.0366 0.1020 0.284
H -0.757720 0.546966 -4.133716 -0.2768 -0.0506 0.3386 0.446
H 0.030697 2.037480 -3.719844 -0.1261 0.0123 0.3687 0.415
H -1.077367 1.448661 -1.544700 -0.1025 0.0420 0.0798 0.426
H 1.383926 1.678497 -1.275689 0.0169 0.0917 -0.0402 0.497
H 1.713640 0.047329 -1.504419 -0.3501 -0.7579 -0.0818 0.441
H 0.658690 -1.497557 0.436284 0.2382 -0.4611 -0.0724 0.626
H -0.680308 -0.582916 2.564346 -0.5295 -0.2228 0.6553 0.376
H 0.878735 -0.122023 2.988163 0.0473 0.0164 0.0817 0.314
H 0.537388 -1.732222 2.634384 0.0055 -0.1468 0.1416 0.316
H 0.608489 2.710973 0.613268 0.3231 -0.3808 -0.3411 0.201
H 0.590938 1.703410 2.022949 -0.0055 0.4838 0.0805 0.070
H -1.979407 -0.798763 -2.002629 -0.0897 0.8685 -0.2991 0.444
H -0.869431 -0.831806 -0.836084 -0.2856 -0.2141 0.0508 -0.028
H -0.464136 -1.425781 -2.302034 0.3423 0.6837 -0.4817 0.407
H 1.743632 4.658056 -0.313044 0.1291 -0.0600 -0.1083 0.295
H 0.422719 4.558653 -1.049862 0.0651 -0.0234 -0.0868 0.307
O 1.158612 4.016458 -0.736308 -0.2672 0.2275 0.1892 -0.622
H 1.924143 2.243109 4.012395 -0.1197 -0.2110 0.0903 0.306
H 2.885725 1.104664 3.700508 -0.0430 -0.0424 0.0156 0.315
O 1.944540 1.323668 3.709175 0.1428 0.0938 -0.0191 -0.676
H -3.443724 -0.639918 -0.071751 0.5785 0.2610 -0.1612 0.352
H -4.515798 0.028273 -0.806164 0.1149 0.5145 -0.5632 0.343
O -3.546973 0.045924 -0.759579 -0.5633 -0.8499 0.5453 -0.652
H 1.190035 -1.516512 -4.166641 0.1139 -0.3587 -0.2771 0.297
H 1.031217 -3.044016 -3.821722 0.1187 0.1817 -0.2240 0.289
O 0.913838 -2.145199 -3.493652 -0.3419 0.1280 0.5867 -0.601
H -2.934587 -2.303524 1.802599 -0.0729 0.0428 0.0460 0.316
H -3.380916 -0.840761 1.989702 -0.0045 -0.1118 0.1811 0.351
O -2.689566 -1.391498 1.599331 0.0894 0.0845 0.0144 -0.710
H 1.568732 -4.689949 2.126802 0.0030 -0.1232 0.1476 0.312
H 0.641246 -4.144731 3.254992 0.1859 -0.4785 -0.0031 0.312
O 1.113921 -3.908472 2.451634 -0.3421 0.8489 -0.0293 -0.641
```
Positions in Å, forces in eV/Å.

For the HOMO-LUMO gap, the calculation gives 9.7 eV. As for the net charge: +2. As for the HOMO energy: -14.98 eV. As for the molar mass: 225.3 g mol⁻¹.

---

Energy relative to the best compared isomer or geometry (same formula, charge and spin) (kJ/mol)
0.0 101.7